[1]
This record from the OMol25 dataset describes C34H89F6N5O15PTi as an isolated structure at a distorted geometry. The level of theory is ωB97M-V with the def2-TZVPD basis set.

Summary:
<S²>: 3.75
E_LUMO (spin up / spin down) in hartree: 0.004 / 0.004
2S+1: 4
HOMO energy (spin up / spin down) in eV: -3.73 / -9.08
Kohn-Sham gap (spin up / spin down) in eV: 3.837 / 9.182

Cartesian coordinates (Å):
Ti (0.5345, -2.0415, -0.0748)
P (3.5357, -7.2394, -1.0501)
F (2.7303, -5.8006, -0.7805)
F (2.3450, -7.5670, -2.0512)
F (2.6959, -8.0742, 0.0989)
F (4.3296, -8.6279, -1.4010)
F (4.3756, -6.3028, -2.1456)
F (4.6084, -6.7944, 0.1429)
O (3.1362, 6.2840, 3.3156)
O (2.6309, -3.3285, -0.0098)
O (-3.0476, 0.0172, -1.6487)
O (2.7990, -4.7840, 3.4056)
O (2.2218, -0.4622, 0.5741)
O (-0.8808, -0.5134, 4.4807)
O (-2.9508, 2.4193, 1.6019)
O (-0.6245, -4.2919, 0.4438)
O (0.4097, -2.7523, -2.3915)
O (2.1114, 1.5915, 2.6357)
O (4.8673, 2.4929, -0.4443)
O (0.0025, 3.8558, -1.1160)
O (-2.9982, -3.6590, -4.8394)
O (-4.0143, 4.8695, -2.4745)
O (4.6491, -6.9968, 4.6453)
N (-3.1848, 5.4541, 0.1673)
N (-0.2843, 0.1542, -1.4792)
N (-4.5423, -0.9579, -4.1861)
N (4.5893, 4.1503, 1.7221)
N (-0.6240, -1.5975, 1.9635)
C (2.9162, 5.9466, 2.0137)
C (-3.4692, 0.7803, -2.8044)
C (-2.4640, 2.1097, 2.8668)
C (-4.7538, 0.2278, -3.4160)
C (3.6828, -2.3987, -0.1300)
C (-1.2901, -3.9918, 1.6014)
C (-1.7657, -2.5694, 1.8818)
C (1.8548, 6.6664, 3.9216)
C (0.2585, 4.1361, 0.3406)
C (-4.3938, -2.1711, -3.3976)
C (-3.3778, 4.8018, 1.4262)
C (5.9065, 3.9729, 1.1473)
C (-1.7990, -0.6650, 5.4875)
C (0.4458, -0.3512, -2.6831)
C (-0.0838, -1.7051, -3.3032)
C (4.6410, 1.9841, -1.6993)
C (5.8976, 3.4695, -0.3174)
C (-0.4532, -5.6757, 0.1218)
C (0.7560, -3.9057, -3.1040)
C (3.4839, -1.2204, 0.8654)
C (-2.7572, -2.8868, -5.9949)
C (4.0281, -6.9240, 3.3275)
C (-3.9240, 3.3960, 1.4230)
C (-0.1931, -1.8052, 4.3400)
C (-4.2298, 6.1534, -0.4989)
C (-0.6807, 2.5470, -1.1806)
C (-3.9419, 6.1890, -2.0018)
C (-3.8947, 4.8684, -3.9355)
C (-4.1857, -3.4048, -4.2031)
C (0.4331, -1.7971, 3.0098)
C (2.6126, -6.1849, 3.1140)
C (0.3839, 1.4311, -1.0972)
C (-4.0895, -0.1409, -0.6852)
C (4.2651, 5.5971, 1.3630)
H (-0.0813, -4.2348, -3.7195)
H (6.5785, 3.3195, 1.7038)
H (1.5253, -0.4343, -2.5577)
H (-4.3786, 3.3132, 0.4358)
H (-1.2270, 2.4335, -2.1170)
H (-1.0576, -0.7061, 2.1574)
H (3.7877, -2.0411, -1.1543)
H (-2.0942, -4.7250, 1.6648)
H (-3.0553, 1.3819, 3.4225)
H (-3.0745, 4.7477, -0.5460)
H (-4.1038, 5.3455, 2.0307)
H (-1.3171, -6.3296, 0.2414)
H (4.9544, 6.3630, 1.7187)
H (-0.8239, -2.6790, 4.5039)
H (5.5902, 1.6229, -2.0953)
H (-2.4340, -2.2772, 1.0718)
H (0.6679, 5.1463, 0.3292)
H (-2.4943, 4.7960, 2.0646)
H (0.9447, -2.7587, 3.0497)
H (0.9611, -0.8502, 2.8964)
H (-3.5429, 1.8475, -2.5954)
H (-4.9987, -3.6509, -4.8862)
H (3.9859, 1.1146, -1.6447)
H (6.8547, 3.0374, -0.6095)
H (-3.4199, -2.9414, -6.8586)
H (-4.8718, 3.2562, 1.9428)
H (4.3091, -0.5249, 0.7125)
H (-0.6495, -4.2188, 2.4536)
H (-4.6789, 6.7728, -2.5533)
H (3.3193, -1.4792, 1.9114)
H (-4.7674, -0.9911, -0.7609)
H (-4.7100, 5.4176, -4.4065)
H (-5.3984, -1.1306, -4.6934)
H (2.1800, 5.1449, 1.9560)
H (-2.5249, -1.3802, 5.1008)
H (4.2417, 2.6763, -2.4405)
H (3.8576, 3.6353, 1.2536)
H (0.2260, -1.7581, -4.3469)
H (-3.6740, -0.1886, 0.3214)
H (-5.2338, 5.7420, -0.3950)
H (-4.2585, 7.1291, -0.0139)
H (2.3803, -6.2329, 2.0501)
H (1.1439, -4.7118, -2.4813)
H (0.9801, 3.4053, 0.7058)
H (-2.7229, 0.7432, -3.5980)
H (4.7877, -6.3730, 2.7730)
H (-1.4703, 2.3948, -0.4448)
H (2.0164, 7.3572, 4.7491)
H (1.2348, 1.7275, -1.7106)
H (-4.2135, -4.2049, -3.4634)
H (-1.8915, -3.3672, -6.4508)
H (-2.3188, -2.5178, 2.8196)
H (-2.4826, -1.8483, -5.8100)
H (-4.9514, 1.0129, -4.1458)
H (1.4032, 1.2313, 3.1696)
H (6.4059, 4.9415, 1.1677)
H (0.2318, 0.3189, -3.5157)
H (-4.7464, 0.7288, -0.6976)
H (2.3461, 6.6816, 1.4456)
H (0.4991, -1.9162, 5.1746)
H (-1.2482, 0.2720, -1.7570)
H (-1.5654, 1.5173, 2.6947)
H (2.1385, 0.3844, 1.0188)
H (3.9729, -7.8728, 2.7937)
H (4.0861, 5.6594, 0.2896)
H (0.4271, -6.0261, 0.6607)
H (5.8191, 4.1518, -1.1638)
H (2.5581, 2.2091, 3.2147)
H (4.5772, -2.8766, 0.2696)
H (-3.8458, 3.8698, -4.3697)
H (1.8843, -6.7708, 3.6747)
H (1.2782, 5.7979, 4.2402)
H (5.6037, -7.0287, 4.5489)
H (-5.7070, 0.1231, -2.8977)
H (-5.1961, -2.2589, -2.6650)
H (-0.1366, -5.8146, -0.9119)
H (-2.2891, 0.3076, 5.5308)
H (-2.2035, 2.9553, 3.5035)
H (-3.0802, 6.8068, -2.2547)
H (1.4773, -3.7310, -3.9023)
H (0.6283, 1.3426, -0.0387)
H (3.4232, -4.7869, 4.1350)
H (-0.6390, 4.0633, 0.9548)
H (-2.9642, 5.2971, -4.3077)
H (-1.1738, -1.7087, -3.2943)
H (1.1254, 7.2248, 3.3348)
H (3.0147, -4.1847, -0.2128)
H (-1.3954, -1.0500, 6.4240)
H (-3.5547, -2.1637, -2.7020)

---

[2]
This record from the OMol25 dataset describes a 11-piece molecular cluster, C34H90NO11S10 overall at a distorted geometry. The level of theory is ωB97M-V with the def2-TZVPD basis set.

Summary:
E_LUMO in hartree: -0.088
HOMO energy in eV: -9.23
Net charge: +1
Kohn-Sham gap in eV: 6.834
Energy above the lowest of the compared OMol25 structures with the same formula, charge and spin in kJ/mol: 583.3

Cartesian coordinates (Å):
S (-2.5521, 0.5640, -5.8133)
S (-5.0077, -2.0796, 7.3727)
S (-6.8908, 2.3098, 6.0776)
S (2.8679, 2.1072, -1.9141)
S (-4.0146, 5.1648, -8.2932)
S (9.3923, 1.2261, 1.5934)
S (-5.1018, -0.1962, 1.3897)
S (13.0652, -2.3007, 0.5937)
S (5.3426, -0.9643, 3.4692)
S (-10.3321, 6.4395, 5.8771)
O (6.1173, -1.5971, 2.3513)
O (10.4042, 1.1014, 2.6938)
O (4.2892, 2.0851, -1.4349)
O (-4.4587, -2.8259, -1.8144)
O (-1.1307, 0.5419, -5.3341)
O (-3.9958, -2.2042, 8.4730)
O (-8.9108, 6.4175, 6.3563)
O (-7.2314, 1.5181, 4.8498)
O (12.2970, -1.7914, -0.5899)
O (-4.1238, 3.6718, -8.3901)
O (-3.7824, -0.2853, 2.0980)
N (-1.6250, -2.5040, -2.1972)
C (-8.2098, 3.5229, 6.3254)
C (14.5165, -3.1776, -0.0365)
C (-10.3104, 6.9200, 4.1332)
C (-5.7349, -3.7158, 7.1149)
C (2.5346, -4.3860, -3.8529)
C (-2.0382, -3.0698, -0.8512)
C (8.6651, -0.4102, 1.3357)
C (3.6150, -1.4687, 3.2871)
C (1.5009, -5.7353, -1.6767)
C (-5.6812, 1.5115, 1.5326)
C (13.9806, -0.9041, 1.2895)
C (-2.6113, 5.5383, -7.2145)
C (-4.0609, -1.4530, -2.2269)
C (-2.4704, -1.3407, -2.6677)
C (2.1142, 3.6368, -1.3102)
C (3.1800, -2.8535, -3.8342)
C (4.2016, -1.2543, -0.9045)
C (-4.1043, -2.0298, 5.8063)
C (-11.0858, 7.9691, 6.4810)
C (-5.6196, 3.5108, 5.6149)
C (-3.3057, 2.0936, -5.2094)
C (1.3131, -5.2917, -0.1111)
C (0.1160, -4.2086, 0.1711)
C (-2.5304, 1.0444, -7.5572)
C (-3.2380, 5.7531, -9.8174)
C (4.6162, -2.7318, -1.4830)
C (10.2957, 1.2758, 0.0270)
C (5.6605, -1.9300, 4.9655)
C (-3.6553, -3.0752, -0.5736)
C (2.8896, 2.5876, -3.6580)
C (1.2643, -4.5449, -2.7766)
C (-6.3547, -0.9087, 2.4828)
C (-1.3166, -4.5483, -0.5499)
C (4.6901, -2.8012, -3.1443)
H (-4.0342, -4.0359, 0.0128)
H (2.0351, 3.5791, -0.2219)
H (-2.6845, 2.9499, -5.4824)
H (8.0785, -0.6723, 2.2193)
H (-4.2391, -0.6458, -1.3808)
H (10.9836, 0.4293, -0.0351)
H (-3.5546, 1.1874, -7.9090)
H (3.3603, 1.7866, -4.2328)
H (5.2497, -1.8227, -3.5375)
H (15.1634, -3.4594, 0.7978)
H (-4.7012, 2.9695, 5.3749)
H (-2.8573, 5.2155, -6.2000)
H (4.8763, -0.3695, -1.3256)
H (1.1004, -3.4752, -2.3327)
H (3.3398, -5.2280, -3.7013)
H (-4.8130, -2.0601, 4.9752)
H (-3.9280, 5.5819, -10.6470)
H (-6.6947, 1.5875, 1.1323)
H (8.0101, -0.3847, 0.4619)
H (9.4543, -1.1518, 1.1921)
H (13.2642, -0.1955, 1.7118)
H (0.8737, -6.7152, -1.9365)
H (3.8788, -3.5170, -1.0239)
H (5.2354, -3.7913, -3.4656)
H (3.0415, -1.1252, 4.1514)
H (5.7260, -2.9402, -1.1105)
H (-1.5631, -2.3407, -0.0343)
H (5.0200, -1.5711, 5.7742)
H (-7.9373, 4.1966, 7.1409)
H (-0.6402, -2.1209, -2.0681)
H (-1.2378, -5.2184, -1.5118)
H (-11.1649, 7.9115, 7.5693)
H (-12.0847, 8.0779, 6.0517)
H (-4.9457, -4.4574, 6.9713)
H (-3.0330, 6.8227, -9.7331)
H (-5.9434, 4.0800, 4.7404)
H (-10.4645, 8.8254, 6.2080)
H (2.0775, -4.5083, -4.9490)
H (-3.8992, -2.1594, 0.1519)
H (3.0734, -0.9686, -1.0556)
H (-11.3346, 7.0629, 3.7814)
H (15.0628, -2.5415, -0.7370)
H (14.6446, -1.2608, 2.0801)
H (-1.7224, 5.0044, -7.5587)
H (-8.3725, 4.0914, 5.4069)
H (-2.3520, -1.2415, -3.8436)
H (-5.0146, 2.1538, 0.9523)
H (0.3327, -4.8795, -3.4425)
H (1.1153, 3.7456, -1.7394)
H (-3.3848, 2.0359, -4.1211)
H (-4.3047, 2.2024, -5.6387)
H (-6.3899, -3.6904, 6.2412)
H (14.1802, -4.0797, -0.5532)
H (-1.9755, -5.1114, 0.2545)
H (5.4681, -2.9884, 4.7755)
H (-7.3465, -0.7529, 2.0514)
H (14.5603, -0.4096, 0.5067)
H (-3.4164, -2.8763, 5.7442)
H (-9.7376, 7.8414, 4.0062)
H (3.2125, -1.0092, 2.3811)
H (-0.0376, -4.0403, 1.3190)
H (-2.0311, -0.3264, -2.2238)
H (-1.5244, -3.2830, -2.9000)
H (-6.2975, -0.4443, 3.4701)
H (-1.9575, 1.9659, -7.6843)
H (2.3013, -4.9117, 0.4147)
H (-5.4323, 4.1853, 6.4538)
H (9.5870, 1.2456, -0.8041)
H (-5.6660, 1.8254, 2.5788)
H (3.1828, -2.4372, -4.9519)
H (-2.4266, 6.6152, -7.2159)
H (2.6399, -6.0737, -1.7915)
H (1.8654, 2.7306, -4.0097)
H (2.5272, -2.0850, -3.2202)
H (-4.7105, -1.0868, -3.1539)
H (-3.5361, -1.0975, 5.7623)
H (10.8639, 2.2081, -0.0169)
H (-6.1658, -1.9810, 2.5755)
H (3.5498, -2.5559, 3.2013)
H (-9.8397, 6.1190, 3.5584)
H (6.7075, -1.7976, 5.2481)
H (3.4624, 3.5090, -3.7850)
H (-2.0596, 0.2434, -8.1320)
H (-9.1265, 2.9899, 6.5884)
H (4.4223, -1.2762, 0.2682)
H (1.0089, -6.2829, 0.4809)
H (2.7355, 4.4930, -1.5832)
H (0.4975, -3.1645, -0.2614)
H (-6.3215, -3.9780, 7.9986)
H (-2.3102, 5.2060, -9.9998)

---

[3]
This record from the OMol25 dataset describes a 9-piece molecular cluster, C34H91N9O14 overall at a distorted geometry. The level of theory is ωB97M-V with the def2-TZVPD basis set.

Summary:
E_LUMO in hartree: 0.008
SMILES string: COCCNCCOC.COCCNCCOC.COCCNCCOC.COCCNCCOC.COCCNCCOC.NC(N)=O.NC(N)=O.CO.CO
HOMO energy in eV: -8.02
Kohn-Sham gap in eV: 8.236
Energy above the lowest of the compared OMol25 structures with the same formula, charge and spin in kJ/mol: 59.4

Cartesian coordinates (Å):
O (-2.7656, -5.1986, -2.6479)
O (6.2432, 5.9513, -2.5409)
O (0.0757, 2.4932, 0.0392)
O (1.2285, -2.6063, -3.5346)
O (-0.6003, 4.0917, -2.0315)
O (-2.4080, 4.6867, 2.8548)
O (-5.8817, -4.6915, 6.6015)
O (-1.5483, -1.7563, 3.6143)
O (2.1678, -3.0159, 0.6345)
O (-2.6832, -0.5223, -0.1993)
O (-2.2103, 1.4064, -4.3657)
O (4.8774, -2.8128, 4.0511)
O (3.8687, 2.6479, -1.7445)
O (1.2748, 1.3661, 4.4555)
N (3.6425, -1.2033, 2.2321)
N (-2.5683, -3.2964, 5.8639)
N (-4.0351, 1.1167, -1.9651)
N (-1.1026, 4.2009, -4.2681)
N (2.1995, 3.4222, 4.8305)
N (-0.2911, 6.0282, -3.1248)
N (-0.9076, -4.5792, -4.6955)
N (1.5698, 2.7783, 2.7188)
N (4.0150, 5.4186, -0.9170)
C (5.3918, 7.0000, -2.1406)
C (-4.0293, -5.0318, -2.0679)
C (-4.9550, -3.7167, 6.2446)
C (5.0944, -1.4206, 4.2162)
C (2.8108, 4.5756, -0.8651)
C (-1.5846, -3.7836, 4.8944)
C (-2.7311, -5.9232, -3.8666)
C (-7.2003, -4.4246, 6.1697)
C (0.9616, -3.0089, -4.8639)
C (-3.5322, -4.3192, 6.2386)
C (0.5056, -4.4344, -5.0293)
C (-3.7717, 0.2563, 0.3100)
C (-0.6823, 4.7302, -3.0943)
C (3.8955, -0.7151, 3.6005)
C (-0.7204, -2.7185, 4.2652)
C (-1.0120, -0.4323, 3.6361)
C (-3.9554, 1.5090, -0.5527)
C (2.7683, 3.5011, -1.9295)
C (3.9794, 6.4436, -1.9552)
C (2.0589, -1.6309, 0.4287)
C (2.3306, -0.8787, 1.7343)
C (1.6876, -3.7685, -0.4230)
C (1.7193, 2.4265, 4.0262)
C (5.7773, -3.6143, 4.7228)
C (7.5295, 6.4641, -2.8416)
C (-0.6307, 1.3074, -0.2975)
C (1.0739, -1.2131, -3.3199)
C (-2.5261, 3.2576, 2.7189)
C (3.8734, 1.6502, -2.7330)
C (-2.1834, 0.3331, -5.3411)
C (-3.0443, -1.7866, -0.7156)
C (-3.8128, 2.2750, -2.8261)
C (-1.2640, -5.9401, -4.3253)
C (-3.5616, 1.9285, -4.2979)
H (1.5166, -4.8330, -0.2797)
H (8.3497, 5.7509, -2.7706)
H (-0.2394, -0.4197, 2.8731)
H (7.5210, 6.8597, -3.8617)
H (-7.6369, -3.5160, 6.5936)
H (-0.9597, -4.5092, 5.4262)
H (2.7340, -1.2892, -0.3607)
H (-4.7324, 2.8500, -3.0176)
H (2.5853, 4.2414, 4.4027)
H (-0.1049, 6.4061, -2.2136)
H (6.4275, -3.1262, 5.4591)
H (-0.6521, -0.1561, 4.6262)
H (5.2502, 7.7602, -2.9199)
H (-4.3595, 1.2958, -4.6907)
H (-3.0103, 5.1335, 2.2607)
H (1.7976, 2.9937, -1.8671)
H (-4.2380, -3.9671, -1.9245)
H (-0.1291, 6.4376, -4.0236)
H (1.5277, -1.1519, 2.4387)
H (-2.0409, -4.3608, 4.0741)
H (3.1614, 0.8698, -2.4363)
H (-4.0426, -5.4988, -1.0779)
H (-3.5893, 2.8532, -4.8823)
H (-2.4156, 2.7720, 3.6851)
H (2.2175, 3.3239, 5.8258)
H (-1.1508, 4.8077, -5.0621)
H (-4.9538, 1.8978, -0.3269)
H (-1.8331, 0.2396, 3.3876)
H (5.7340, 7.4470, -1.2055)
H (-3.0053, 2.9218, -2.4718)
H (1.7978, 3.6853, 2.3680)
H (1.9181, 5.1957, -0.9466)
H (-2.3696, -1.9547, -1.5625)
H (0.1184, 0.6281, -0.7376)
H (-4.9711, -2.8228, 6.8836)
H (-1.0581, -6.7080, -5.0757)
H (1.1140, 2.0633, 2.1805)
H (-3.5343, 3.0508, 2.3513)
H (-3.4302, -5.5768, -4.6280)
H (-3.1741, 0.5886, -2.1299)
H (4.7866, 4.8251, -1.2150)
H (-0.2043, -2.1565, 5.0508)
H (-0.2007, 3.0813, -0.6875)
H (3.0765, -1.1406, 4.2118)
H (-1.7524, 3.0174, 1.9876)
H (3.3421, 7.2759, -1.6256)
H (2.7343, 3.9817, 0.0495)
H (2.3096, -3.7227, -1.3356)
H (-1.0467, 0.7033, 0.5132)
H (3.7530, 0.3580, 3.7092)
H (6.5616, -4.0434, 4.0663)
H (-1.1560, 0.0052, -5.4852)
H (1.0182, -1.3891, 0.1763)
H (-3.3955, 0.5597, 1.2921)
H (-4.6913, -0.3051, 0.4701)
H (3.6220, 2.0512, -3.7197)
H (-1.3106, 3.2124, -4.3406)
H (6.0092, -1.1733, 3.6683)
H (0.2541, -2.3174, -5.3377)
H (1.0888, -5.0031, -4.2835)
H (0.7718, -3.3552, -0.8780)
H (-2.7543, -0.4722, -4.8758)
H (-2.9807, -6.9579, -3.5964)
H (4.8058, 1.1002, -2.8734)
H (-7.2567, -4.5933, 5.0945)
H (3.6034, -2.2094, 2.3793)
H (0.0176, -0.9820, -3.1207)
H (-3.2117, 2.2772, -0.3223)
H (1.5192, -1.0424, -2.3427)
H (1.9229, -2.9487, -5.3959)
H (-3.9894, -1.7204, -1.2742)
H (-3.0980, -2.6293, -0.0276)
H (-0.6826, -6.3929, -3.5060)
H (-1.4078, 1.3797, -1.0609)
H (5.3676, -4.5343, 5.1492)
H (3.4936, 6.1557, -2.8996)
H (5.0824, -1.1167, 5.2655)
H (-2.6171, 0.6627, -6.2850)
H (0.8111, -4.8191, -6.0015)
H (-7.8316, -5.1782, 6.6524)
H (-0.0040, -3.1742, 3.5789)
H (-1.1213, -3.9710, -3.9142)
H (2.1607, 0.2009, 1.6769)
H (-4.8729, -5.4529, -2.6227)
H (-5.1188, -3.3103, 5.2350)
H (-3.2273, -4.7221, 7.2065)
H (2.6927, 3.9664, -2.9259)
H (-3.0282, -2.5553, 5.3359)
H (7.7930, 7.2673, -2.1464)
H (-3.5529, -5.1496, 5.5220)
H (1.3540, -0.5486, -4.1360)